Below is a cluster of 8 separate species, C28H75N3O14 in total at a distorted geometry, with properties calculated with ωB97M-V/def2-TZVPD.

Element x y z (Å)
C -0.88 1.98 -3.88
O -1.76 0.84 -3.92
C -2.77 0.87 -4.90
C -3.88 1.92 -4.80
N -4.94 1.74 -5.79
C -4.60 2.29 -7.07
C -5.85 2.79 -7.63
O -5.87 3.20 -8.81
C -6.98 3.97 -9.35
H -0.38 2.13 -4.86
H -0.26 1.88 -2.99
H -1.48 2.96 -3.68
H -3.23 -0.09 -4.90
H -2.29 0.96 -5.87
H -3.37 2.87 -4.63
H -4.44 1.81 -3.83
H -5.18 0.77 -6.03
H -4.28 1.47 -7.64
H -3.85 3.16 -6.98
H -6.21 3.59 -7.02
H -6.65 2.04 -7.57
H -7.11 3.91 -10.40
H -6.89 4.98 -9.02
H -7.96 3.56 -8.92
C 5.71 -1.28 6.54
O 4.83 -1.31 5.43
C 4.21 -2.60 5.40
C 3.51 -2.71 4.10
N 2.92 -4.02 3.77
C 2.03 -3.96 2.63
C 1.55 -5.35 2.21
O 0.71 -5.45 1.34
C 1.05 -4.87 0.12
H 6.24 -0.32 6.75
H 6.51 -2.03 6.56
H 5.18 -1.32 7.47
H 3.49 -2.79 6.22
H 4.89 -3.44 5.50
H 4.14 -2.46 3.32
H 2.78 -1.90 4.04
H 2.42 -4.43 4.48
H 2.60 -3.50 1.77
H 1.09 -3.37 2.84
H 1.02 -5.87 2.99
H 2.50 -5.99 1.97
H 0.94 -3.77 0.19
H 0.18 -5.08 -0.51
H 1.93 -5.20 -0.36
C -2.08 1.60 -0.59
O -0.78 2.12 -0.78
C -0.60 3.12 0.22
C 0.88 3.12 0.31
N 1.45 4.10 1.20
C 2.89 4.21 0.94
C 3.36 5.55 1.49
O 4.51 5.94 1.37
C 4.98 7.03 2.14
H -2.38 1.20 0.38
H -2.11 0.77 -1.31
H -2.83 2.30 -1.02
H -1.01 2.78 1.14
H -1.12 3.98 -0.11
H 1.23 3.17 -0.71
H 1.11 2.20 0.68
H 1.48 3.82 2.18
H 3.11 4.11 -0.08
H 3.38 3.41 1.37
H 3.19 5.44 2.55
H 2.74 6.39 1.10
H 5.89 7.44 1.52
H 5.33 6.80 3.11
H 4.26 7.84 2.14
O -1.41 -0.71 1.63
C -0.97 -0.78 2.94
C -0.29 0.44 3.32
O 0.36 0.27 4.53
H -2.06 -1.42 1.47
H -1.76 -1.05 3.67
H -0.38 -1.73 2.85
H -1.08 1.10 3.49
H 0.28 0.90 2.56
H -0.21 0.22 5.27
O 0.20 -0.87 -2.70
C 0.00 -1.22 -1.34
C 1.20 -0.95 -0.61
O 1.25 -1.45 0.74
H -0.61 -0.43 -2.94
H -0.86 -0.77 -0.87
H -0.27 -2.26 -1.38
H 1.29 0.07 -0.44
H 2.16 -1.26 -1.09
H 0.49 -1.14 1.19
O 3.46 -0.19 1.56
C 3.40 0.53 2.79
C 4.65 1.15 3.19
O 4.61 1.39 4.56
H 2.66 -0.75 1.38
H 2.74 1.42 2.66
H 2.91 -0.08 3.53
H 4.85 2.00 2.62
H 5.37 0.35 3.01
H 4.72 0.52 4.93
C -1.90 -4.45 2.51
C -2.30 -3.61 1.44
O -3.23 -2.68 1.83
H -1.17 -3.81 2.98
H -1.46 -5.45 2.34
H -2.69 -4.55 3.20
H -2.94 -4.24 0.87
H -1.64 -3.23 0.69
H -4.01 -3.17 2.13
C -2.27 -4.10 -2.46
C -2.76 -2.88 -3.08
O -3.16 -2.12 -2.03
H -1.56 -3.88 -1.82
H -1.76 -4.86 -3.09
H -2.97 -4.68 -1.82
H -3.58 -3.05 -3.77
H -2.06 -2.34 -3.66
H -3.42 -1.21 -2.29

- HOMO energy: -8.6 eV
- SMILES: COCCNCCOC.COCCNCCOC.COCCNCCOC.OCCO.OCCO.OCCO.CCO.CCO
- F_max: 0.229 Eh/bohr
- ΔE to the lowest compared entry with this formula, charge and spin: 835.8 kJ/mol

Below is a cluster of 15 separate species, C7H34F7NO17S in total at a distorted geometry, with properties calculated with ωB97M-V/def2-TZVPD.

Element x y z (Å)
O 3.17 3.25 -0.02
C 2.66 2.12 -0.08
N 3.47 0.92 0.20
C 2.54 -0.28 0.30
C 1.43 0.15 -0.77
C 1.14 1.69 -0.49
S 0.16 2.20 0.99
O 0.59 1.47 2.22
O 0.49 3.66 1.23
C -1.69 2.17 0.70
F -1.91 2.98 -0.45
F -2.37 2.79 1.77
C -2.32 0.70 0.57
F -3.18 0.48 1.68
F -1.38 -0.33 0.59
C -3.23 0.48 -0.73
F -4.25 1.42 -0.87
F -3.87 -0.78 -0.61
F -2.43 0.40 -1.88
H 4.07 0.75 -0.62
H 3.20 -1.16 0.06
H 2.27 -0.26 1.40
H 0.58 -0.56 -1.01
H 2.07 0.20 -1.72
H 0.78 2.13 -1.48
O 6.15 1.88 0.04
H 6.07 2.73 0.47
H 7.10 1.77 -0.10
O 3.91 -1.44 -1.85
H 4.75 -1.86 -1.67
H 3.50 -2.01 -2.51
O -6.62 -0.38 -1.44
H -6.36 0.54 -1.51
H -5.89 -0.80 -0.97
O -2.97 -1.41 4.14
H -3.93 -1.40 4.28
H -2.81 -0.60 3.63
O -4.63 -0.61 -3.95
H -5.26 -0.78 -4.66
H -5.18 -0.54 -3.16
O 5.39 3.55 2.67
H 4.76 3.37 1.96
H 4.85 3.63 3.45
O 1.08 -0.43 -3.95
H 1.92 -0.57 -4.40
H 0.43 -0.84 -4.53
O -5.80 -1.65 3.00
H -5.89 -2.61 3.14
H -6.11 -1.52 2.10
O 3.19 -2.58 1.42
H 3.32 -2.68 2.37
H 3.14 -3.48 1.09
O 7.66 3.91 -1.45
H 6.71 3.92 -1.30
H 7.82 4.71 -1.96
O 3.01 -3.81 -1.89
H 3.57 -4.41 -1.39
H 2.13 -4.19 -1.81
O -4.05 -2.70 -6.57
H -4.94 -2.79 -6.94
H -4.21 -2.38 -5.67
O -5.23 -4.31 4.51
H -5.53 -4.73 5.32
H -4.32 -4.04 4.70
O -1.26 1.78 4.95
H -0.84 1.99 4.11
H -0.65 1.16 5.37

- HOMO energy: -9.6 eV
- F_max: 0.140 Eh/bohr

Below is a structure of composition C6H12O3 at a distorted geometry, with properties calculated with ωB97M-V/def2-TZVPD.

Element x y z (Å)
C -0.74 -0.91 0.26
C 0.46 1.57 0.44
C 1.62 1.58 -1.94
C 0.35 -1.76 0.89
C -2.15 -1.29 0.67
C -0.44 0.71 1.15
O 1.31 0.70 -0.89
O -0.62 -0.73 -1.06
O -1.01 0.84 2.20
H 0.34 -0.22 -1.22
H 1.37 1.85 0.97
H -0.02 2.33 -0.16
H 2.37 1.10 -2.58
H 0.73 1.83 -2.54
H 2.06 2.51 -1.56
H 0.24 -2.78 0.53
H 1.34 -1.39 0.59
H 0.27 -1.76 1.98
H -2.33 -2.32 0.34
H -2.27 -1.23 1.75
H -2.87 -0.64 0.18

- HOMO energy: -8.1 eV
- F_max: 0.104 Eh/bohr
- ΔE to the lowest compared entry with this formula, charge and spin: 380.5 kJ/mol

Below is a structure of composition C33H28Br2F2N6O2STi at a distorted geometry, with properties calculated with ωB97M-V/def2-TZVPD.

Element x y z (Å)
Ti -0.36 -0.25 -0.06
N -2.24 -3.98 -0.08
C -1.40 -2.94 -0.36
S -2.05 -1.60 -1.27
N -0.17 -3.01 0.05
N 0.58 -1.91 -0.32
C 1.79 -2.15 -0.76
C 2.49 -1.23 -1.59
C 3.83 -1.46 -1.95
C 4.51 -0.62 -2.80
C 3.88 0.50 -3.33
C 2.55 0.74 -3.02
C 1.87 -0.11 -2.18
O 0.50 0.13 -1.94
H -3.06 -4.04 -0.67
H -1.80 -4.85 0.19
H 2.19 -3.16 -0.62
H 4.33 -2.33 -1.54
H 5.54 -0.83 -3.07
H 4.41 1.18 -3.99
H 2.03 1.59 -3.45
F -0.81 -1.09 -6.32
C -1.01 -0.38 -5.21
C -0.10 -0.47 -4.19
C -0.33 0.27 -3.03
C -1.42 1.14 -2.91
C -2.32 1.14 -3.98
F -3.44 1.87 -3.88
C -2.15 0.41 -5.13
C -1.65 1.99 -1.72
C -2.16 3.27 -1.89
C -2.43 4.07 -0.80
C -2.17 3.55 0.46
C -1.63 2.30 0.56
N -1.34 1.51 -0.49
H 0.75 -1.12 -4.27
H -2.89 0.43 -5.92
H -2.33 3.65 -2.89
H -2.82 5.07 -0.92
H -2.36 4.13 1.36
H -1.38 1.88 1.53
Br 1.93 -3.02 5.39
C 2.37 -2.15 3.76
C 3.46 -2.59 3.01
C 3.67 -1.94 1.80
N 2.94 -0.92 1.35
C 1.93 -0.47 2.11
C 1.61 -1.09 3.34
C 1.35 0.81 1.74
C 1.16 1.81 2.71
C 1.06 3.11 2.31
Br 0.75 4.50 3.56
C 1.21 3.44 0.95
C 1.27 2.41 0.05
N 1.22 1.10 0.40
H 4.09 -3.39 3.35
H 4.49 -2.25 1.16
H 0.76 -0.76 3.91
H 1.19 1.56 3.76
H 1.24 4.47 0.62
H 1.34 2.62 -1.01
C -2.16 -2.16 2.86
C -2.17 -0.69 2.40
C -3.56 -0.31 1.87
C -1.86 0.18 3.63
O -1.17 -0.48 1.41
H -2.68 -2.25 3.81
H -1.13 -2.51 2.97
H -2.67 -2.79 2.13
H -4.34 -0.80 2.46
H -3.66 -0.64 0.84
H -3.72 0.77 1.91
H -2.68 0.10 4.34
H -1.73 1.23 3.36
H -0.95 -0.17 4.13

- HOMO energy (alpha / beta): -5.5 / -5.1 eV
- F_max: 0.068 Eh/bohr
- ΔE to the lowest compared entry with this formula, charge and spin: 332.2 kJ/mol

Below is a structure of composition C20H19ErN5O6S, with properties calculated with ωB97M-V/def2-TZVPD.

Element x y z (Å)
Er -1.36 0.86 0.04
O -1.43 5.34 -0.13
C -1.68 4.07 -0.03
O -0.85 3.19 0.17
C -3.13 3.71 -0.16
C -4.17 4.62 -0.22
C -5.46 4.11 -0.26
C -5.65 2.73 -0.21
C -4.54 1.91 -0.15
N -3.30 2.39 -0.14
C -4.53 0.41 0.00
O -5.59 -0.31 -0.13
O -3.45 -0.13 0.24
H -0.48 5.54 0.00
H -3.97 5.68 -0.24
H -6.31 4.78 -0.31
H -6.66 2.33 -0.20
H -6.41 0.16 -0.34
N 5.87 1.93 -1.31
C 5.31 1.18 -0.33
S 6.15 0.30 0.74
C 3.80 1.17 -0.32
C 3.14 0.74 0.83
C 1.77 0.68 0.82
N 1.01 1.01 -0.25
C 1.65 1.44 -1.35
C 3.02 1.54 -1.42
H 6.87 1.96 -1.36
H 5.35 2.56 -1.90
H 3.70 0.43 1.69
H 1.26 0.31 1.71
H 1.05 1.71 -2.21
H 3.46 1.86 -2.35
O 2.23 -6.00 0.60
C 1.40 -5.64 1.67
N 1.79 -4.38 2.28
C 1.49 -3.15 1.83
O 1.82 -2.11 2.40
C 0.65 -2.96 0.58
C 0.79 -3.59 -0.65
C 0.07 -3.11 -1.74
C -0.73 -2.00 -1.59
N -0.86 -1.38 -0.40
C -0.19 -1.88 0.65
H 2.88 -6.66 0.88
H 1.39 -6.39 2.46
H 0.39 -5.54 1.29
H 2.41 -4.39 3.08
H 1.46 -4.44 -0.75
H 0.15 -3.59 -2.71
H -1.27 -1.60 -2.43
H -0.32 -1.38 1.61

- HOMO energy (alpha / beta): -15.0 / -15.0 eV
- Charge: +3
- Multiplicity: 4
- F_max: 0.013 Eh/bohr
- ΔE to the lowest compared entry with this formula, charge and spin: 77.1 kJ/mol

Below is a structure of composition C4H8Cl2N at a distorted geometry, with properties calculated with ωB97M-V/def2-TZVPD.

Element x y z (Å)
C -0.48 -1.49 -1.11
C -1.03 -1.41 0.24
C 0.34 -0.82 -0.08
C 0.21 1.08 -0.29
N 0.87 1.77 0.88
Cl -2.42 -0.31 0.56
Cl 1.74 -1.42 0.58
H -0.04 -2.41 -1.38
H -0.82 -1.02 -1.95
H -1.18 -2.30 0.89
H -0.85 1.28 -0.50
H 0.82 1.24 -1.24
H 0.56 1.30 1.71
H 0.44 2.72 0.89
H 1.85 1.77 0.81

- HOMO energy: -13.9 eV
- Charge: +1
- F_max: 0.114 Eh/bohr
- ΔE to the lowest compared entry with this formula, charge and spin: 108.2 kJ/mol

Below is an isolated molecule of C5H6OS2 at a distorted geometry, with properties calculated with ωB97M-V/def2-TZVPD.

Element x y z (Å)
C -0.78 0.05 1.82
C -0.68 -1.10 0.87
C 0.04 0.95 0.89
C 0.06 -0.21 -0.09
C 1.00 -0.67 -1.15
O -0.12 2.07 -1.63
S 0.35 -1.26 2.35
S -1.04 1.24 -0.55
H -1.58 0.32 2.48
H -1.36 -1.91 0.65
H 0.36 2.89 -1.41
H 1.41 0.18 -1.70
H 0.50 -1.33 -1.86
H 1.82 -1.21 -0.68

- HOMO energy: -7.9 eV
- F_max: 0.028 Eh/bohr
- ΔE to the lowest compared entry with this formula, charge and spin: 462.9 kJ/mol

Below is a cluster of 3 separate species, C12H34O10P3 in total at a distorted geometry, with properties calculated with ωB97M-V/def2-TZVPD.

Element x y z (Å)
C -0.56 -4.42 -0.12
C -0.63 -3.67 1.36
P -1.55 -1.99 1.32
C -3.30 -2.84 1.21
C -4.09 -2.41 -0.16
C -5.49 -3.21 -0.44
C -5.63 -4.66 0.29
O -4.76 -5.68 0.23
O -6.87 -4.92 1.08
H 0.42 -5.08 -0.09
H -0.49 -3.67 -1.01
H -1.47 -5.15 -0.22
H -1.12 -4.42 2.15
H 0.48 -3.46 1.76
H -1.44 -1.90 -0.12
H -2.13 -0.66 1.30
H -1.61 -1.98 2.76
H -0.23 -1.35 1.43
H -3.90 -2.53 2.17
H -3.07 -3.99 1.28
H -4.36 -1.26 -0.06
H -3.32 -2.49 -1.05
H -6.44 -2.52 -0.25
H -5.51 -3.43 -1.62
H -6.92 -4.30 1.87
C -3.07 5.75 0.78
O -2.89 4.35 0.85
P -1.23 3.87 0.88
O -1.67 2.41 0.71
O -1.13 4.21 2.49
C -2.13 3.71 3.37
O 0.43 3.38 0.90
C 0.90 2.74 -0.28
H -4.13 5.97 0.86
H -2.54 6.26 1.59
H -2.70 6.12 -0.19
H -2.67 2.86 2.95
H -2.83 4.52 3.60
H -1.65 3.40 4.30
H 0.56 3.28 -1.16
H 0.54 1.71 -0.31
H 1.99 2.73 -0.26
C 8.14 0.33 -2.64
O 6.84 -0.21 -2.52
P 5.72 0.83 -1.71
O 4.71 -0.32 -1.66
O 5.50 1.69 -3.10
C 5.22 1.00 -4.31
O 4.61 1.88 -0.90
C 4.22 1.46 0.40
H 8.75 -0.35 -3.23
H 8.11 1.31 -3.13
H 8.59 0.44 -1.64
H 4.85 -0.01 -4.14
H 6.14 0.95 -4.90
H 4.47 1.56 -4.87
H 5.09 1.14 0.97
H 3.49 0.65 0.33
H 3.75 2.31 0.91

- HOMO energy: -3.0 eV
- Charge: -1
- F_max: 0.204 Eh/bohr

Below is a structure of composition C21H42GaN2O3 at a distorted geometry, with properties calculated with ωB97M-V/def2-TZVPD.

Element x y z (Å)
O -1.79 -1.95 2.88
C -1.72 -2.62 1.80
N -1.89 -3.06 0.61
Ga -0.16 -3.26 -0.28
C -0.40 -2.49 -2.21
C 1.00 -2.31 -3.00
C 1.48 -0.79 -3.19
C 2.27 -0.20 -1.89
C 1.21 0.40 -0.86
C 1.84 1.29 0.32
C 0.65 1.50 1.42
C -0.48 2.56 0.92
C -1.69 1.85 0.10
C -1.98 2.59 -1.32
C -3.43 2.15 -1.93
C -3.48 0.57 -2.23
N -4.48 -0.19 -1.43
C -4.38 -1.65 -1.55
C -5.55 -2.21 -0.66
C -6.30 -1.00 -0.03
C -5.57 0.25 -0.58
H 0.21 -4.84 -0.30
H 0.97 -2.40 0.45
H -1.08 -3.23 -2.78
H -0.92 -1.47 -2.13
H 1.77 -3.00 -2.49
H 0.83 -2.75 -4.06
H 2.09 -0.69 -4.16
H 0.53 -0.13 -3.32
H 2.92 0.66 -2.31
H 2.98 -0.98 -1.45
H 0.58 -0.42 -0.35
H 0.47 1.08 -1.43
H 2.17 2.34 -0.01
H 2.73 0.79 0.85
H 1.08 1.83 2.42
H 0.14 0.48 1.58
H 0.02 3.40 0.32
H -0.89 3.05 1.88
H -1.39 0.75 -0.05
H -2.60 1.88 0.80
H -1.16 2.36 -2.10
H -2.07 3.71 -1.08
H -4.21 2.53 -1.19
H -3.56 2.79 -2.89
H -2.43 0.14 -2.06
H -3.70 0.44 -3.36
H -3.64 -2.26 -2.16
H -5.86 -3.29 -0.47
H -7.19 -0.93 0.67
H -5.84 1.35 -0.35
C 7.25 0.61 -0.38
C 5.75 0.46 -0.50
O 5.37 0.28 -1.85
H 7.60 1.46 -0.97
H 7.56 0.75 0.66
H 7.76 -0.28 -0.78
H 5.25 1.35 -0.12
H 5.40 -0.40 0.08
H 5.81 -0.52 -2.18
C 0.15 0.27 6.48
C 0.91 0.46 5.18
O 0.87 -0.73 4.41
H 0.59 -0.55 7.06
H 0.18 1.18 7.08
H -0.89 0.01 6.29
H 1.95 0.71 5.38
H 0.47 1.27 4.59
H -0.06 -0.94 4.23

- HOMO energy: -5.0 eV
- Charge: -1
- F_max: 0.130 Eh/bohr